(1)
Density functional theory data (ωB97M-V with the def2-TZVPD basis set) for 12 unconnected molecules or ions with the total composition C20H66N2O13.

```
101
Properties=species:S:1:pos:R:3:lowdin_charge:R:1
C 18.0899 -11.2754 13.8894 -0.076
O 17.5078 -10.4518 12.8992 -0.170
C 16.6202 -11.1838 12.0645 -0.183
C 15.6782 -10.2531 11.3726 -0.455
C 14.8435 -9.3538 12.2189 -0.040
N 14.7995 -10.9207 10.4540 0.058
H 17.3698 -11.6018 14.6398 0.086
H 18.7331 -10.6600 14.5184 0.059
H 18.6048 -12.0958 13.3894 0.090
H 17.2204 -11.6718 11.2966 0.130
H 15.9880 -11.9100 12.5753 0.120
H 16.2590 -9.5893 10.7323 0.129
H 15.2932 -8.4738 12.6788 0.062
H 14.5355 -9.9160 13.1004 0.091
H 13.9560 -8.9473 11.7339 0.073
H 14.1714 -10.2255 10.0768 0.093
H 15.3364 -11.2041 9.6468 0.052
C 22.1072 -9.3597 12.5400 -0.060
O 21.5301 -8.0204 12.7955 -0.201
C 20.0799 -7.9747 12.7742 -0.188
C 19.5507 -6.5270 12.8365 -0.206
N 19.6986 -5.8832 14.1026 -0.060
C 19.4550 -4.4419 13.9824 -0.213
C 19.4904 -3.6535 15.2679 -0.231
O 20.7944 -3.6129 15.8068 -0.170
C 20.9754 -2.5245 16.6957 -0.106
H 21.6775 -9.7074 11.6006 0.068
H 21.8101 -10.1662 13.2104 0.068
H 23.1831 -9.2007 12.4678 0.088
H 19.6517 -8.4836 13.6378 0.100
H 19.7080 -8.3777 11.8322 0.106
H 18.5111 -6.6251 12.5240 0.109
H 20.1096 -5.9894 12.0705 0.123
H 20.6160 -5.9088 14.5243 0.130
H 18.4798 -4.2976 13.5173 0.119
H 20.1443 -3.9488 13.2970 0.123
H 18.9014 -4.3276 15.8897 0.119
H 18.9522 -2.7167 15.1234 0.128
H 20.3961 -1.6421 16.4241 0.080
H 22.0520 -2.3934 16.8040 0.093
H 20.5001 -2.7106 17.6588 0.082
C 10.6384 -9.3961 14.0295 -0.142
O 10.7399 -10.2636 12.9177 -0.133
H 9.5712 -9.1751 14.0172 0.086
H 11.0033 -9.8564 14.9476 0.083
H 11.1228 -8.4370 13.8457 0.040
H 11.6630 -10.4740 12.7589 0.033
C 12.4324 -6.4393 12.7611 -0.158
O 11.3776 -6.1054 13.6403 -0.124
H 12.1406 -7.3529 12.2432 0.060
H 12.5508 -5.6656 12.0025 0.085
H 13.3673 -6.6153 13.2931 0.063
H 10.9164 -5.3061 13.3758 0.079
C 18.0704 -15.2974 13.3373 -0.192
O 17.1770 -14.7743 12.4207 -0.123
H 18.6235 -14.5141 13.8557 0.060
H 17.5996 -15.9311 14.0888 0.079
H 18.7769 -15.9704 12.8514 0.076
H 16.4337 -14.3909 12.8921 0.019
C 19.8407 -8.6105 8.7105 -0.151
O 18.5213 -8.0694 8.6790 -0.130
H 20.2321 -8.5261 7.6967 0.077
H 20.4300 -8.0202 9.4122 0.069
H 19.8450 -9.6475 9.0464 0.074
H 17.8587 -8.7434 8.8475 0.054
C 20.8914 -9.9746 16.2649 -0.151
O 20.2040 -10.7065 17.2550 -0.142
H 21.5030 -9.2412 16.7904 0.089
H 21.4752 -10.7499 15.7686 0.082
H 20.0885 -9.6122 15.6230 0.048
H 19.8781 -10.1667 17.9788 0.075
C 14.1434 -13.9354 14.6835 -0.157
O 14.7117 -14.2504 13.4983 -0.139
H 14.9765 -13.9985 15.3836 0.068
H 13.9649 -12.8912 14.4268 0.085
H 13.3824 -14.6491 14.9990 0.095
H 14.1495 -13.7446 12.9070 0.048
C 16.3028 -6.3335 14.4193 -0.219
O 17.2330 -6.5017 15.3819 -0.118
H 15.3249 -6.6345 14.7951 0.083
H 16.2202 -5.2468 14.3954 0.073
H 16.6671 -6.5994 13.4270 0.065
H 18.0965 -6.2514 15.0453 0.012
C 17.2582 -13.7886 17.4254 -0.171
O 16.2874 -14.7686 17.7082 -0.123
H 18.1868 -14.2210 17.0526 0.080
H 16.8307 -13.0782 16.7178 0.058
H 17.5813 -13.2618 18.3233 0.077
H 15.6758 -14.4262 18.3642 0.077
C 15.8550 -13.5895 7.6652 -0.179
O 16.2674 -12.5480 8.4509 -0.123
H 15.9676 -14.5354 8.1950 0.079
H 14.8121 -13.6458 7.3532 0.088
H 16.5231 -13.6604 6.8068 0.082
H 17.2159 -12.5357 8.5984 0.093
C 11.9794 -12.8408 11.4801 -0.153
O 12.9684 -12.2630 12.2821 -0.155
H 11.5190 -13.6395 12.0617 0.085
H 11.1532 -12.2438 11.0941 0.081
H 12.4390 -13.4436 10.6969 0.083
H 13.6339 -11.9440 11.6681 0.023
```

The calculation puts the HOMO energy at -9.4 eV. For the orbital gap, the calculation gives 0.35369 Ha. As for the structure (SMILES): COC[C@H](C)N.COCCNCCOC.CO.CO.CO.CO.CO.CO.CO.CO.CO.CO. The spin multiplicity is 1. Its largest force on an atom is 3.9 eV Å⁻¹. As for the LUMO energy: 0.23 eV. The value obtained for the total energy is -51399.5425 eV. Its energy above the lowest of the compared OMol25 structures with the same formula, charge and spin is 4.027 eV.

(2)
Density functional theory data (ωB97M-V with the def2-TZVPD basis set) for 13 unconnected molecules or ions with the total composition C20H67NO13.

```
101
Properties=species:S:1:pos:R:3:lowdin_charge:R:1
C 7.2508 1.3139 2.1087 -0.084
C 5.8424 1.7009 2.5195 -0.295
O 4.9877 0.6004 2.1099 -0.124
H 7.9387 2.1339 2.3249 0.075
H 7.2417 1.2278 1.0244 0.049
H 7.5286 0.3999 2.6265 0.076
H 5.5105 2.5621 1.9365 0.093
H 5.7553 1.7917 3.6025 0.113
H 4.1136 0.7822 2.4907 0.017
C -5.8035 1.3867 -3.8712 -0.079
C -4.4429 1.0874 -3.2835 -0.319
O -4.4780 1.4079 -1.8806 -0.101
H -5.8059 1.1622 -4.9365 0.072
H -6.0031 2.4247 -3.6196 0.078
H -6.5352 0.7092 -3.4289 0.077
H -3.6854 1.7710 -3.6871 0.112
H -4.0599 0.0683 -3.3727 0.082
H -3.6037 1.4031 -1.4800 0.048
C 3.1553 4.6768 0.1543 -0.086
C 2.5116 4.2396 1.4865 -0.320
O 2.9626 2.9946 1.9180 -0.112
H 4.1568 5.0996 0.2810 0.065
H 2.6025 5.4623 -0.3699 0.065
H 3.2698 3.8687 -0.5717 0.054
H 1.4317 4.2126 1.2914 0.094
H 2.6926 5.0032 2.2406 0.109
H 2.4991 2.2585 1.4671 0.025
C -1.6362 -3.1920 -6.5239 -0.089
C -2.9733 -2.9452 -5.8567 -0.297
O -2.8134 -2.2504 -4.6256 -0.107
H -1.2418 -2.2629 -6.9573 0.073
H -1.6429 -3.9000 -7.3530 0.076
H -0.8606 -3.4586 -5.8015 0.069
H -3.5219 -3.8603 -5.6407 0.119
H -3.5359 -2.3165 -6.5601 0.112
H -2.4873 -1.3649 -4.8209 0.090
C 0.1365 -3.9273 1.1105 -0.081
C -1.2395 -4.4237 1.5335 -0.285
O -1.0118 -5.1862 2.7316 -0.092
H 0.7570 -3.6629 1.9676 0.074
H 0.1464 -3.0851 0.4197 0.051
H 0.6463 -4.7895 0.6713 0.076
H -1.6782 -5.1337 0.8355 0.113
H -1.8747 -3.5489 1.6794 0.079
H -1.7367 -5.1193 3.3567 0.075
C 5.1831 1.0558 -1.0021 -0.095
C 4.6297 1.1188 -2.3997 -0.294
O 4.6266 -0.1614 -3.0573 -0.092
H 5.3080 2.0399 -0.5434 0.079
H 6.0971 0.4953 -0.7963 0.078
H 4.4471 0.5704 -0.3627 0.042
H 5.1590 1.8673 -2.9984 0.112
H 3.5911 1.4444 -2.3151 0.110
H 5.5420 -0.4471 -3.1459 0.093
C -3.1888 2.4207 4.3481 -0.081
C -3.1241 1.9852 5.8379 -0.318
O -2.2470 0.8939 5.9786 -0.078
H -2.1728 2.7208 4.0906 0.065
H -3.8596 3.2804 4.2667 0.074
H -3.5327 1.6053 3.7170 0.040
H -4.1628 1.7532 6.1008 0.105
H -2.7300 2.8205 6.4144 0.108
H -2.7026 0.0735 5.7666 0.081
C -3.6753 -1.4824 1.8475 -0.097
C -4.7386 -0.4925 2.1984 -0.334
O -4.9353 -0.5282 3.5961 -0.084
H -2.6528 -1.1467 2.0496 0.070
H -3.6444 -1.6619 0.7677 0.072
H -3.8466 -2.4517 2.3140 0.076
H -5.6597 -0.8066 1.6815 0.115
H -4.5395 0.5075 1.7910 0.109
H -5.5982 0.0989 3.8966 0.086
C -0.6007 1.4193 1.4994 -0.034
C 0.1778 0.5721 0.4832 -0.403
C -0.2034 0.9440 -0.9464 -0.183
O -1.5561 0.5794 -1.1623 -0.190
C -1.7109 -0.7675 -1.5470 -0.096
N 1.6304 0.7907 0.6782 0.067
H -0.3186 1.1626 2.5289 0.073
H -1.6753 1.4096 1.3652 0.074
H -0.1018 2.3962 1.5124 0.070
H -0.1138 -0.4824 0.5675 0.123
H 0.4398 0.4831 -1.7018 0.121
H -0.0794 2.0263 -1.0444 0.132
H -0.9725 -1.2024 -2.2201 0.078
H -2.6772 -0.8867 -2.0467 0.073
H -1.8644 -1.4080 -0.6697 0.076
H 2.0568 0.1283 0.0276 0.042
H 1.8131 0.3353 1.5766 0.071
O 2.6503 0.4701 3.7865 -0.045
H 3.1789 0.1120 4.5097 0.063
H 1.7460 0.4787 4.1220 0.054
O 1.0831 -2.7866 -2.8054 -0.059
H 1.6715 -2.5664 -3.5358 0.057
H 1.6285 -2.6937 -2.0052 0.024
O 2.8624 -1.4306 -0.9626 -0.058
H 3.2311 -0.9240 -1.7094 0.029
H 3.6333 -1.8279 -0.5360 0.079
O -1.4234 -4.0834 -2.8435 -0.090
H -0.5435 -3.6588 -2.8657 -0.019
H -2.0008 -3.4844 -3.3447 -0.011
```

The calculation puts the HOMO energy at -9.7 eV. For the orbital gap, the calculation gives 0.36408 Ha. The spin multiplicity is 1. Its largest force on an atom is 2.0 eV Å⁻¹. As for the LUMO energy: 0.25 eV. The value obtained for the total energy is -49931.7934 eV. Its energy above the lowest of the compared OMol25 structures with the same formula, charge and spin is 0.000 eV.

Which value of orbital gap does entry 2 give? 0.36408 Ha